Entry 1:
Computed, not measured: a cluster of 10 separate species, C17H53FN2O11S3 in total, with wB97M-V/def2-TZVPD.

The structure (SMILES) is CCN(CC)C(=S)SCCCNS(=O)(=O)F.CO.CO.CO.CO.CO.CO.CO.CO.CO. The multiplicity is 1. The value obtained for the total energy is -2910.8697 Eh. For the HOMO energy, the calculation gives -8.51 eV.

Last column: Löwdin charge in e.
Element x y z (Å)
C  2.110  2.460  -0.945  -0.06
C  3.151  2.860  -1.990  -0.24
N  4.172  1.801  -2.098  -0.23
C  5.360  2.043  -1.240  -0.22
C  6.722  1.811  -1.878  -0.09
C  4.451  1.411  -3.430  -1.15
S  4.841  2.408  -4.651  0.70
S  4.150  -0.273  -3.881  0.90
C  4.549  -1.340  -2.475  -0.46
C  3.834  -1.040  -1.154  -0.24
C  3.396  -2.321  -0.452  -0.21
N  2.850  -2.035  0.910  -0.12
S  3.899  -1.859  2.179  0.58
O  3.330  -2.393  3.357  -0.23
O  4.472  -0.555  2.193  -0.25
F  5.011  -2.860  1.714  -0.14
H  2.396  2.769  0.065  0.08
H  1.969  1.379  -0.961  0.04
H  1.149  2.934  -1.164  0.07
H  2.668  2.985  -2.959  0.10
H  3.598  3.831  -1.751  0.11
H  5.314  3.069  -0.860  0.11
H  5.284  1.400  -0.358  0.10
H  6.931  2.533  -2.667  0.06
H  6.834  0.801  -2.280  0.07
H  7.479  1.949  -1.102  0.08
H  4.239  -2.325  -2.841  0.08
H  5.631  -1.385  -2.346  0.08
H  4.523  -0.519  -0.489  0.09
H  2.972  -0.395  -1.329  0.08
H  2.572  -2.790  -0.995  0.11
H  4.216  -3.027  -0.372  0.12
H  2.433  -1.103  0.856  0.10
C  -1.063  -1.300  2.135  -0.15
O  -0.397  -2.425  1.573  -0.15
H  -2.051  -1.622  2.444  0.07
H  -0.534  -0.916  3.011  0.08
H  -1.173  -0.494  1.404  0.07
H  0.485  -2.168  1.290  0.02
C  0.245  -4.748  -0.369  -0.15
O  1.011  -5.014  -1.546  -0.13
H  -0.146  -3.740  -0.462  0.03
H  -0.595  -5.438  -0.266  0.09
H  0.866  -4.798  0.529  0.08
H  1.362  -5.906  -1.483  0.07
C  -0.352  -1.297  -1.206  -0.13
O  -0.118  -0.216  -2.117  -0.12
H  -1.080  -0.962  -0.473  0.06
H  -0.760  -2.168  -1.720  0.09
H  0.565  -1.588  -0.682  0.06
H  0.531  -0.511  -2.763  0.08
C  -3.648  -2.235  -0.385  -0.12
O  -2.563  -2.770  0.373  -0.16
H  -3.194  -1.733  -1.234  0.05
H  -4.309  -3.024  -0.751  0.08
H  -4.232  -1.521  0.198  0.06
H  -2.894  -3.229  1.148  0.08
C  -3.920  -0.764  -4.346  -0.15
O  -2.936  -1.200  -3.420  -0.14
H  -4.730  -1.489  -4.314  0.08
H  -4.318  0.219  -4.082  0.08
H  -3.528  -0.722  -5.366  0.08
H  -2.208  -0.568  -3.429  0.06
C  -1.790  3.142  0.632  -0.16
O  -1.892  2.749  -0.729  -0.12
H  -2.285  4.104  0.745  0.07
H  -2.279  2.415  1.286  0.07
H  -0.745  3.252  0.940  0.07
H  -1.444  1.900  -0.820  0.05
C  -7.572  -0.404  1.018  -0.16
O  -6.516  -1.338  1.198  -0.13
H  -7.427  0.049  0.040  0.08
H  -8.551  -0.888  1.037  0.08
H  -7.550  0.385  1.774  0.07
H  -6.624  -1.752  2.059  0.07
C  -2.541  1.212  4.849  -0.14
O  -2.936  0.601  3.623  -0.14
H  -1.478  1.427  4.769  0.08
H  -3.074  2.150  5.017  0.06
H  -2.703  0.542  5.698  0.08
H  -3.875  0.407  3.676  0.07
C  -3.465  5.355  3.851  -0.16
O  -2.953  4.912  5.100  -0.13
H  -4.218  4.633  3.543  0.08
H  -3.936  6.338  3.930  0.08
H  -2.687  5.395  3.083  0.07
H  -2.281  5.535  5.389  0.07

---

Entry 2:
Computed, not measured: a cluster of 2 separate species, C7H14N2 in total in a non-equilibrium geometry, with wB97M-V/def2-TZVPD.

The structure (SMILES) is [H]/N=C(\C)N=C=C.CCC. The multiplicity is 1. The calculation puts the energy above the lowest of the compared OMol25 structures with the same formula, charge and spin at 237.66 kJ/mol. The value obtained for the total energy is -384.5414 Eh. For the HOMO energy, the calculation gives -8.97 eV.

Last column: Löwdin charge in e.
Element x y z (Å)
H  -1.654  -1.882  0.327  0.07
N  -0.747  -1.466  0.139  0.14
C  -0.328  -1.622  -1.063  -0.47
C  -1.041  -2.345  -2.171  -0.03
N  0.780  -0.931  -1.457  0.13
C  1.650  -0.419  -0.739  -0.16
C  2.823  -0.203  -0.218  0.03
H  -0.362  -2.542  -2.998  0.07
H  -1.458  -3.284  -1.808  0.08
H  -1.861  -1.726  -2.542  0.08
H  2.966  0.545  0.540  0.05
H  3.675  -0.788  -0.519  0.06
C  -1.222  1.827  0.192  -0.13
C  0.081  1.310  0.794  -0.37
C  0.097  1.384  2.318  -0.12
H  -1.191  1.759  -0.894  0.06
H  -2.058  1.224  0.543  0.07
H  -1.403  2.867  0.465  0.07
H  0.902  1.915  0.403  0.10
H  0.051  0.163  0.577  0.05
H  1.057  1.054  2.712  0.06
H  -0.070  2.405  2.666  0.07
H  -0.688  0.755  2.734  0.07

---

Entry 3:
Computed, not measured: a structure of composition C13H11BF2N4ORhS2 in a non-equilibrium geometry, with wB97M-V/def2-TZVPD.

The multiplicity is 1. The value obtained for the total energy is -1928.0279 Eh. For the HOMO energy, the calculation gives -3.99 eV. The net charge is -1.

Last column: Löwdin charge in e.
Element x y z (Å)
Rh  0.564  -0.681  -0.071  0.75
N  0.231  -4.990  0.406  0.05
C  0.075  -3.639  0.179  -0.86
S  1.410  -2.795  -0.539  0.63
N  -1.068  -3.133  0.514  0.00
N  -1.094  -1.754  0.264  -0.16
C  -2.212  -1.188  0.500  -0.07
C  -2.641  0.155  0.081  -0.15
C  -3.888  0.589  0.527  -0.08
C  -4.454  1.775  0.101  -0.13
C  -3.743  2.544  -0.827  -0.12
C  -2.513  2.139  -1.290  -0.04
C  -1.899  0.940  -0.839  -0.38
O  -0.744  0.570  -1.300  -0.18
H  0.941  -5.448  -0.136  0.06
H  -0.627  -5.497  0.548  0.08
H  -2.950  -1.812  1.005  0.12
H  -4.423  -0.039  1.234  0.10
H  -5.422  2.092  0.467  0.08
H  -4.168  3.475  -1.190  0.09
H  -1.962  2.730  -2.012  0.10
S  3.222  -0.784  1.751  0.91
C  3.269  0.431  0.529  -0.64
C  4.397  1.249  0.334  -0.10
C  4.374  2.221  -0.636  -0.09
C  3.226  2.405  -1.403  -0.08
C  2.158  1.565  -1.176  -0.11
N  2.185  0.594  -0.256  -0.09
H  5.263  1.098  0.964  0.10
H  5.245  2.846  -0.795  0.10
H  3.162  3.170  -2.165  0.09
H  1.230  1.630  -1.735  0.10
F  0.760  0.339  2.467  0.04
B  1.225  -0.840  1.892  -1.18
F  0.872  -1.959  2.608  0.05